[1]
Entry from OMol25: a gas-phase ion, C3H10N3 (charge +1) in a non-equilibrium geometry (wB97M-V/def2-TZVPD).

Multiplicity   1
E_LUMO (spin up / spin down)   -4.9 / -4.5 eV
Total charge   +1
E   -7733.301 eV
ΔE to the lowest compared entry with this formula, charge and spin   114.5 kcal/mol
HOMO level (spin up / spin down)   -11.411 / -11.993 eV

CARTESIAN COORDINATES (ANGSTROEM)
C 0.7309 -0.6953 -0.7618
C -1.2995 0.2488 0.4198
C -0.1699 0.4958 -0.5776
N 1.6198 -0.8484 0.4919
N -2.2969 -0.5229 -0.0233
N 0.6669 1.5836 -0.1414
H 0.0859 -1.6592 -0.9776
H -1.1695 0.1913 1.4856
H -0.7337 0.6119 -1.5264
H 2.4610 -1.3971 0.4338
H 1.1564 -1.2135 1.2501
H -2.8778 -1.2480 0.5508
H -2.2542 -0.5898 -1.0330
H 0.1950 2.1638 0.4307
H 1.0130 2.0631 -0.8972
H 1.8671 0.1145 0.5426

Here are the Löwdin charges for atoms 1 to 5, given in e:
1 C -0.07
2 C 0.00
3 C -0.48
4 N 0.15
5 N 0.13

[2]
Entry from OMol25: 2 unconnected molecules or ions with the total composition C3H10N3 in a non-equilibrium geometry (wB97M-V/def2-TZVPD).

Multiplicity   2
E_LUMO (spin up / spin down)   -8.1 / -11.8 eV
<S²>   0.77
Total charge   +2
E   -7724.941 eV
ΔE to the lowest compared entry with this formula, charge and spin   1.3 kcal/mol
HOMO level (spin up / spin down)   -19.432 / -19.434 eV

CARTESIAN COORDINATES (ANGSTROEM)
N 3.4076 0.2195 -0.4095
C 2.2124 -0.2818 -0.5710
N 1.2947 -0.3248 0.3694
H 3.7708 0.5420 0.4782
H 4.0082 0.3550 -1.2113
H 1.8848 -0.4695 -1.5855
H 0.3364 -0.5990 0.1514
H 1.4995 0.0746 1.2769
C -1.6850 -0.8283 -0.3132
C -2.1378 0.4569 -0.0923
N -2.7016 0.8123 1.0758
H -1.8167 -1.6749 0.3570
H -1.5323 -1.0366 -1.3701
H -1.9864 1.2445 -0.8260
H -3.0974 0.0054 1.5732
H -3.4573 1.5048 1.0970

Here are the Löwdin charges for atoms 1 to 5, given in e:
1 N 0.22
2 C -0.15
3 N 0.19
4 H 0.16
5 H 0.16

[3]
Entry from OMol25: a gas-phase ion, C3H10N3O (charge +1) in a non-equilibrium geometry (wB97M-V/def2-TZVPD).

Multiplicity   1
E_LUMO   -3.0 eV
Total charge   +1
E   -9783.247 eV
ΔE to the lowest compared entry with this formula, charge and spin   70.4 kcal/mol
HOMO level   -14.172 eV

CARTESIAN COORDINATES (ANGSTROEM)
C -1.1051 -0.1000 1.6317
C -0.6394 -0.0653 0.1238
N -0.9756 -1.2618 -0.7110
O -0.7792 0.9888 -0.7462
C 0.6237 0.5554 -0.3488
N 1.3761 1.2784 0.4974
N 1.1888 -0.0906 -1.4698
H -2.1907 -0.2841 1.7799
H -0.8629 0.8701 2.1353
H -0.5004 -0.8639 2.0656
H -1.1926 -2.0880 -0.2067
H -1.7628 -0.8961 -1.1792
H -0.0063 -1.1537 -1.3828
H 1.9116 2.0727 0.0357
H 1.4723 1.1298 1.4427
H 2.1408 -0.4519 -1.2903
H 1.3017 0.3603 -2.3775

Here are the Löwdin charges for atoms 1 to 5, given in e:
1 C 0.04
2 C -0.44
3 N 0.23
4 O 0.08
5 C -0.51

[4]
Entry from OMol25: a gas-phase ion, C3H10N3O (charge +1) in a non-equilibrium geometry (wB97M-V/def2-TZVPD).

Multiplicity   3
E_LUMO (spin up / spin down)   -3.0 / -9.3 eV
<S²>   2.01
Total charge   +1
E   -9775.892 eV
ΔE to the lowest compared entry with this formula, charge and spin   96.7 kcal/mol
HOMO level (spin up / spin down)   -7.583 / -15.252 eV

CARTESIAN COORDINATES (ANGSTROEM)
C 0.6267 0.1807 -0.1213
C -0.7860 -0.1851 -0.1021
C 1.8857 -0.9844 0.0072
N 0.9622 1.5899 0.2456
N -1.3273 -1.4006 0.1980
N -1.8020 0.8682 0.2178
O -0.0895 0.0403 -1.2957
H 1.9701 -1.5826 -0.9957
H 1.8772 -1.5826 0.9168
H 2.6758 -0.3351 -0.0780
H -2.2056 0.7944 1.2431
H 1.8659 1.7799 0.5864
H -0.6880 -2.0700 0.6715
H -1.9544 -1.9112 -0.4221
H 0.8871 2.0728 -0.6850
H -2.5704 0.8467 -0.5356
H -1.3274 1.8785 0.1492

Here are the Löwdin charges for atoms 1 to 5, given in e:
1 C -0.36
2 C -0.57
3 C 0.10
4 N 0.32
5 N 0.15

[5]
Entry from OMol25: 2 unconnected molecules or ions with the total composition C3H10N3O2 (wB97M-V/def2-TZVPD).

Multiplicity   1
E_LUMO   4.3 eV
Total charge   -1
E   -11840.814 eV
ΔE to the lowest compared entry with this formula, charge and spin   1.0 kcal/mol
HOMO level   -4.367 eV

CARTESIAN COORDINATES (ANGSTROEM)
N -0.4176 -1.9589 1.3513
C 0.7846 -1.2117 0.9519
C 0.9470 -1.2889 -0.5574
N 1.9902 -0.3610 -0.9991
H -1.2029 -1.3268 1.2267
H -0.3620 -2.2443 2.3228
H 1.6765 -1.6005 1.4510
H 0.6824 -0.1547 1.2102
H 1.2276 -2.3087 -0.8434
H -0.0380 -1.0697 -0.9778
H 2.2509 -0.5707 -1.9547
H 1.5767 0.5767 -0.9907
N -2.0034 2.7899 -0.4080
C -1.0878 1.7247 -0.3563
O -1.5104 0.6488 0.1348
O 0.0573 1.9708 -0.8138
H -2.9145 2.7210 0.0082
H -1.6566 3.6639 -0.7556

Here are the Löwdin charges for atoms 1 to 5, given in e:
1 N -0.02
2 C -0.32
3 C -0.32
4 N -0.02
5 H 0.03

[6]
Entry from OMol25: 2 unconnected molecules or ions with the total composition C3H10N3O2 (wB97M-V/def2-TZVPD).

Multiplicity   1
E_LUMO   4.3 eV
Total charge   -1
E   -11840.821 eV
ΔE to the lowest compared entry with this formula, charge and spin   0.9 kcal/mol
HOMO level   -4.648 eV

CARTESIAN COORDINATES (ANGSTROEM)
C 1.8757 0.0521 0.7242
C 0.9095 -0.7172 1.6130
N 0.5658 -2.0030 1.0196
N 1.7980 1.4728 1.0493
H 2.9087 -0.2716 0.8946
H 1.6002 -0.1793 -0.3099
H 1.3228 -0.8445 2.6245
H 0.0547 -0.0545 1.7989
H -0.0804 -1.7829 0.2487
H 0.0356 -2.5690 1.6692
H 2.5782 1.9555 0.6210
H 0.9670 1.8808 0.6349
N -2.4525 0.7566 -1.7708
C -1.2641 0.2520 -1.1079
O -1.0272 -0.9620 -1.2751
O -0.6682 1.0989 -0.4087
H -2.6513 0.2286 -2.6041
H -2.3124 1.7364 -1.9869

Here are the Löwdin charges for atoms 1 to 5, given in e:
1 C -0.32
2 C -0.33
3 N -0.02
4 N -0.03
5 H 0.10